No. 1
A structure of composition C40H54Cl5N2O3Pt. Source: OMol25; level of theory: the ωB97M-V functional and the def2-TZVPD basis.

```
105
C40H54Cl5N2O3Pt the ωB97M-V functional and the def2-TZVPD basis
Pt -0.8927 -0.1833 0.6164
C -1.3636 0.3919 3.7835
N -0.4545 -0.4126 2.9736
C -0.5107 -1.8025 3.4174
C 0.9119 0.1167 3.0345
C 1.8392 -0.5004 1.9790
N 1.4011 -0.2918 0.5924
C 1.8330 1.0111 0.0527
C 1.5356 2.2600 0.8458
C 2.5799 3.0351 1.2947
C 2.3839 4.3069 1.8542
C 1.0779 4.7994 1.8902
C -0.0162 4.0803 1.4617
C 0.1819 2.7317 0.9780
O -0.8226 2.0030 0.7014
C -1.4200 4.6535 1.4756
C -2.3208 3.8140 2.3960
C -1.9819 4.6140 0.0446
C -1.4600 6.1008 1.9731
C 3.5655 5.1223 2.3354
C 4.4812 5.4275 1.1381
C 3.1479 6.4508 2.9732
C 4.3501 4.3181 3.3836
C 1.8569 -1.3758 -0.2941
C 0.9667 -1.9694 -1.3815
C 1.3936 -3.1884 -1.8553
C 0.7874 -3.8404 -2.9343
C -0.2990 -3.2058 -3.5432
C -0.7861 -1.9900 -3.1335
C -0.1516 -1.3170 -2.0104
O -0.5952 -0.1975 -1.6144
C -2.0275 -1.3699 -3.7491
C -1.6876 0.0082 -4.3330
C -2.6315 -2.2288 -4.8650
C -3.0986 -1.2204 -2.6557
C 1.3185 -5.1707 -3.4137
C 0.4916 -5.7781 -4.5498
C 2.7609 -4.9752 -3.9090
C 1.3129 -6.1625 -2.2430
H -1.1197 0.3134 4.8505
H -1.3121 1.4366 3.4861
H -2.3861 0.0442 3.6407
H -0.0626 -1.9146 4.4128
H -1.5493 -2.1272 3.4667
H 0.0031 -2.4519 2.7122
H 0.8702 1.2006 2.9061
H 1.3547 -0.0890 4.0218
H 2.8440 -0.0790 2.1206
H 1.8864 -1.5746 2.1706
H 2.9209 0.9780 -0.1025
H 1.3518 1.1122 -0.9272
H 3.5863 2.6574 1.1831
H 0.9241 5.7943 2.2645
H -2.4126 2.8006 2.0183
H -1.9182 3.7949 3.4073
H -3.3141 4.2518 2.4337
H -2.0144 3.5959 -0.3310
H -2.9920 5.0144 0.0407
H -1.3692 5.2158 -0.6226
H -1.1042 6.1776 2.9983
H -0.8686 6.7549 1.3371
H -2.4876 6.4559 1.9512
H 3.9379 5.9795 0.3748
H 5.3218 6.0342 1.4665
H 4.8736 4.5190 0.6896
H 2.6603 7.1035 2.2535
H 2.4855 6.2887 3.8203
H 4.0305 6.9692 3.3386
H 4.7506 3.3963 2.9714
H 5.1841 4.9109 3.7512
H 3.7095 4.0726 4.2277
H 2.7780 -1.0461 -0.8018
H 2.1271 -2.2258 0.3368
H 2.2497 -3.6447 -1.3811
H -0.7765 -3.7017 -4.3684
H -0.9507 -0.0875 -5.1271
H -2.5871 0.4552 -4.7484
H -1.2982 0.6711 -3.5669
H -1.9314 -2.3677 -5.6853
H -2.9522 -3.1991 -4.4925
H -3.5069 -1.7199 -5.2616
H -2.7664 -0.5096 -1.9030
H -4.0251 -0.8541 -3.0895
H -3.2934 -2.1818 -2.1815
H 0.4954 -5.1486 -5.4359
H 0.9197 -6.7385 -4.8254
H -0.5347 -5.9517 -4.2354
H 2.7924 -4.2515 -4.7198
H 3.4117 -4.6268 -3.1121
H 3.1480 -5.9218 -4.2767
H 0.2964 -6.3264 -1.8976
H 1.7246 -7.1136 -2.5682
H 1.9032 -5.8054 -1.4051
Cl -6.2641 -5.1688 0.7310
C -4.7611 -4.3566 0.6712
C -4.7104 -2.9623 0.7655
Cl -6.1645 -2.0701 0.9278
C -3.4944 -2.3004 0.7267
Cl -3.4565 -0.5835 0.8427
C -2.2604 -2.9892 0.5869
O -1.1218 -2.4278 0.5478
C -2.3586 -4.4109 0.5170
Cl -0.8885 -5.2726 0.4077
C -3.5681 -5.0783 0.5434
Cl -3.6163 -6.7867 0.4320
```

Computed properties:
F_max	0.100	Eh/bohr
total charge	+1
spin multiplicity	1
energy above the lowest of the compared OMol25 structures with the same formula, charge and spin	0.0	kJ/mol
E_HOMO (spin up / spin down)	-0.3689 / -0.3693	hartree
LUMO (spin up / spin down)	-5.87 / -5.83	eV
calculated total energy	-117330.1536	eV


No. 2
A structure of composition C40H54ClIN10OS2Si2TeV. Source: OMol25; level of theory: the ωB97M-V functional and the def2-TZVPD basis.

```
113
C40H54ClIN10OS2Si2TeV the ωB97M-V functional and the def2-TZVPD basis
V 0.4331 -16.4685 12.1511
C 4.2375 -17.7293 16.4116
C 3.1454 -18.4970 16.0036
C 2.1878 -17.9687 15.1481
C 2.2652 -16.6347 14.7011
C 3.4626 -15.9497 14.9550
C 4.4148 -16.4676 15.8457
N 1.1842 -16.0102 14.0518
N 1.1214 -14.7302 14.3433
C 0.6854 -13.9594 13.2659
C 0.4974 -12.6101 13.5568
C 0.3471 -11.7175 12.5172
C 0.5083 -12.1814 11.1806
C 0.6936 -13.5496 10.8920
C 0.6673 -14.4945 11.9100
H 4.9210 -18.0475 17.1858
H 3.0337 -19.5326 16.3686
H 1.3153 -18.5733 14.7989
H 3.6610 -14.9828 14.4766
H 5.2644 -15.8507 16.0951
H 0.5168 -12.3067 14.6052
H 0.0757 -10.6562 12.7193
H 0.4847 -11.4365 10.3626
H 0.8344 -13.8705 9.8681
Cl -7.5269 -15.6037 13.8757
C -5.8724 -15.5457 13.5419
C -5.4327 -16.5512 12.6579
C -4.1353 -16.6112 12.1947
I -3.8873 -17.9972 10.6041
C -3.0952 -15.7981 12.7246
O -1.8815 -16.1164 12.5448
C -3.6022 -14.6650 13.6022
N -2.7796 -13.7106 14.0238
C -3.1356 -12.7516 14.8864
C -4.4246 -12.7051 15.4123
C -5.3634 -13.6147 15.0030
C -4.9920 -14.6113 14.0473
H -6.1869 -17.2665 12.3083
H -2.3221 -12.0432 15.0964
H -4.7366 -11.8901 16.0803
H -6.3924 -13.5340 15.3892
N 3.8420 -15.4444 11.0766
C 3.6647 -16.6986 11.4667
N 2.4539 -17.2501 11.6679
C 2.6209 -18.6084 11.8542
C 3.9326 -19.0606 11.9634
S 5.0748 -17.8186 11.7279
C 1.4331 -19.3515 12.1710
C 1.4835 -20.5654 12.8671
S 0.0734 -20.9247 13.7674
C -0.6327 -19.4860 13.0231
N 0.1691 -18.7851 12.2519
N -1.9120 -19.2022 13.3386
H 2.9970 -14.8977 10.9100
H 4.7863 -15.0486 10.9032
H 4.2494 -20.0745 12.1798
H 2.3402 -21.2246 12.8785
H -2.3344 -19.7064 14.0862
H -2.2339 -18.2611 13.0880
C -2.8669 -20.3225 17.6401
Si -4.2368 -19.0264 17.3600
C -5.1139 -19.4993 15.7686
C -5.4450 -19.0506 18.8365
C -3.4971 -17.2624 17.2653
Te -1.5260 -16.9943 16.3042
C -0.6833 -15.4176 17.5276
Si 0.0108 -15.7698 19.2946
C -0.9964 -16.9515 20.3078
C 1.7091 -16.5277 19.0596
C 0.0637 -14.0982 20.1115
H -3.3103 -21.3006 17.4112
H -2.5311 -20.3321 18.6860
H -2.0120 -20.1724 17.0339
H -6.1415 -19.1925 15.7840
H -5.0469 -20.5554 15.6561
H -4.6554 -19.0118 14.9101
H -6.0068 -19.9870 18.7861
H -6.1741 -18.2519 18.7291
H -4.9090 -18.9656 19.7806
H -3.4144 -16.7514 18.2254
H -4.1577 -16.6332 16.6432
H -1.4752 -14.6636 17.5237
H 0.0941 -14.9957 16.8870
H -0.7214 -17.9825 20.0908
H -2.0533 -16.8691 20.1457
H -0.8094 -16.7357 21.3693
H 1.6624 -17.5650 18.7411
H 2.2748 -16.5310 19.9906
H 2.2515 -15.9714 18.3092
H -0.9266 -13.8269 20.4930
H 0.3792 -13.3031 19.4410
H 0.7378 -14.1632 20.9477
C -0.7961 -14.6224 7.3639
N -1.1211 -15.2864 8.6318
C -2.1155 -14.5985 9.4704
C -0.6459 -16.5277 8.9641
N -0.5058 -16.9285 10.2279
N -0.3396 -17.3501 7.8897
C 0.5825 -18.4918 8.1065
C -1.3889 -17.6222 6.8940
H 0.0995 -15.0799 6.8887
H -0.5422 -13.5676 7.5707
H -1.6233 -14.7055 6.6328
H -1.9314 -13.5228 9.3918
H -2.0264 -14.8713 10.5387
H -3.1598 -14.8438 9.1235
H -0.5058 -17.9546 10.2807
H 1.4530 -18.2044 8.7101
H 0.9387 -18.8385 7.1359
H 0.0784 -19.3166 8.6704
H -2.3317 -17.1135 7.1589
H -1.5410 -18.7049 6.8494
H -1.0673 -17.2450 5.8931
```

Computed properties:
F_max	0.084	Eh/bohr
total charge	0
spin multiplicity	4
energy above the lowest of the compared OMol25 structures with the same formula, charge and spin	0.0	kJ/mol
E_HOMO (spin up / spin down)	-0.2331 / -0.2345	hartree
LUMO (spin up / spin down)	-0.29 / -0.32	eV
calculated total energy	-150335.2622	eV


No. 3
A structure of composition C40H54F6IrN4O3P2Te. Source: OMol25; level of theory: the ωB97M-V functional and the def2-TZVPD basis.

```
111
C40H54F6IrN4O3P2Te the ωB97M-V functional and the def2-TZVPD basis
Ir 0.1988 -0.1880 -0.1370
C 5.0665 3.1502 0.1093
C 3.9887 3.7292 1.0410
C 2.9549 2.6925 1.3581
C 2.8459 1.9291 2.4521
C 3.6565 1.9777 3.7077
C 3.0390 2.9136 4.7585
C 1.7634 0.9680 2.1812
N 1.2948 1.1463 0.9087
C 1.9465 2.2040 0.3910
C 1.6673 2.7834 -0.8464
C 0.8756 2.2255 -1.8218
C 0.5160 2.8687 -3.1015
C 0.8932 4.2595 -3.5000
C 2.3109 4.3191 -4.0879
C -0.1711 1.9657 -3.8049
C -0.2369 0.7424 -2.9758
C -0.8124 -0.4478 -3.3699
C -1.0154 -1.5527 -2.5574
N -0.7344 -1.6037 -1.2340
C -1.2726 -2.7525 -0.7536
C -1.3707 -3.1055 0.6248
C -0.8705 -2.3919 1.6650
N -0.0934 -1.2672 1.5440
C 0.3066 -0.9296 2.7812
C 1.2467 0.0762 3.0762
C -0.2834 -1.8456 3.7662
C -1.0054 -2.7481 3.0784
C -1.7922 -3.9111 3.5911
C -3.2856 -3.5748 3.7327
C -0.0897 -1.7362 5.2466
C -0.9622 -0.6228 5.8510
C -1.9142 -3.5044 -1.8624
C -1.7280 -2.7787 -2.9695
C -2.0663 -3.1266 -4.3864
C -0.7937 -3.4326 -5.1930
C -2.7324 -4.7428 -1.6731
C -4.1692 -4.3682 -1.2700
N 0.3799 0.9630 -1.7840
C -0.9029 2.1402 -5.0994
C -2.3964 2.4094 -4.8247
H 5.8069 3.9127 -0.1385
H 4.6222 2.7779 -0.8170
H 5.5807 2.3170 0.5946
H 3.5200 4.5916 0.5612
H 4.4558 4.0733 1.9632
H 4.6635 2.3250 3.4720
H 3.7484 0.9719 4.1225
H 2.9654 3.9321 4.3718
H 3.6593 2.9334 5.6557
H 2.0351 2.5839 5.0380
H 2.1148 3.7442 -1.0609
H 0.8217 4.9248 -2.6365
H 0.1858 4.6225 -4.2458
H 3.0587 4.0036 -3.3560
H 2.5439 5.3376 -4.4020
H 2.3949 3.6653 -4.9577
H -1.2168 -0.4986 -4.3711
H -1.9522 -3.9862 0.8614
H 1.5888 0.1479 4.1014
H -1.3985 -4.2116 4.5630
H -1.6710 -4.7592 2.9125
H -3.4399 -2.8349 4.5204
H -3.8494 -4.4717 3.9921
H -3.6854 -3.1622 2.8029
H 0.9633 -1.5372 5.4664
H -0.3468 -2.6868 5.7155
H -0.7735 0.3340 5.3590
H -0.7526 -0.5180 6.9162
H -2.0202 -0.8598 5.7294
H -2.6092 -2.2986 -4.8514
H -2.7191 -3.9989 -4.3963
H -0.0928 -2.5958 -5.1590
H -1.0421 -3.6286 -6.2374
H -0.2875 -4.3110 -4.7874
H -2.2837 -5.3770 -0.9038
H -2.7551 -5.3138 -2.6004
H -4.1758 -3.7415 -0.3734
H -4.7556 -5.2673 -1.0755
H -4.6504 -3.8032 -2.0694
H -0.8046 1.2393 -5.7092
H -0.4775 2.9726 -5.6580
H -2.7926 1.7071 -4.0884
H -2.9749 2.3153 -5.7448
H -2.5323 3.4173 -4.4290
C 2.2680 -4.2596 3.6639
C 2.6959 -4.2225 2.2196
O 2.3752 -2.9106 1.6612
P 2.3804 -2.6999 0.0896
O 2.1513 -1.2357 -0.2025
Te 0.9518 -4.3126 -1.0187
O 3.7929 -3.1831 -0.3861
C 5.0199 -2.5267 0.0797
C 5.3168 -1.2687 -0.7082
H 2.4573 -5.2525 4.0754
H 1.2030 -4.0396 3.7419
H 2.8255 -3.5218 4.2456
H 2.1819 -4.9902 1.6439
H 3.7688 -4.3890 2.1245
H 5.7963 -3.2696 -0.0659
H 4.9331 -2.3091 1.1457
H 5.3132 -1.4913 -1.7771
H 6.3031 -0.8911 -0.4319
H 4.5675 -0.5014 -0.5100
F -1.5928 1.1877 0.3119
P -3.2514 0.8070 -0.0452
F -2.7678 0.4584 -1.5515
F -3.4375 2.3248 -0.4687
F -2.9036 -0.7246 0.3718
F -4.7471 0.4145 -0.3831
F -3.5797 1.1364 1.4708
```

Computed properties:
F_max	0.036	Eh/bohr
total charge	+1
spin multiplicity	1
E_HOMO (spin up / spin down)	-0.3774 / -0.3779	hartree
LUMO (spin up / spin down)	-5.47 / -5.48	eV
calculated total energy	-99479.1685	eV


No. 4
A structure of composition C40H54N5OsP2S5Si2. Source: OMol25; level of theory: the ωB97M-V functional and the def2-TZVPD basis.

```
109
C40H54N5OsP2S5Si2 the ωB97M-V functional and the def2-TZVPD basis
Os -0.0835 -0.4864 0.8990
C -1.6051 -4.3941 0.3764
Si -2.5023 -2.8635 -0.2208
C -3.2786 -3.2690 -1.8630
C -3.7149 -2.2723 1.0669
N -1.3464 -1.5538 -0.3783
P -0.8731 -0.6714 -1.6519
C -0.1754 0.6471 -0.7465
P 1.3478 1.4214 -0.3292
N 1.5271 0.8921 1.1755
Si 2.7904 0.8773 2.3772
C 2.0131 0.1808 3.9325
C 4.2127 -0.2243 1.8065
C 3.4470 2.5897 2.7113
C 1.0433 3.1889 -0.4839
C 0.6843 3.6714 -1.7444
C 0.3419 5.0022 -1.9028
C 0.3555 5.8550 -0.8040
C 0.6992 5.3754 0.4495
C 1.0322 4.0364 0.6153
C 2.8821 1.0993 -1.2190
C 3.1341 -0.1524 -1.7790
C 4.3930 -0.4470 -2.2787
C 5.4086 0.4965 -2.1978
C 5.1605 1.7447 -1.6447
C 3.8966 2.0528 -1.1602
C -2.2634 -0.0415 -2.6129
C -2.7228 -0.6060 -3.8022
C -3.8332 -0.0726 -4.4389
C -4.4940 1.0182 -3.8903
C -4.0496 1.5772 -2.6999
C -2.9381 1.0493 -2.0644
C 0.1208 -1.6851 -2.7583
C 0.6468 -2.8811 -2.2690
C 1.3980 -3.7002 -3.0984
C 1.6354 -3.3239 -4.4143
C 1.1322 -2.1241 -4.8990
C 0.3805 -1.3013 -4.0735
H -2.2749 -5.0415 0.9495
H -0.7622 -4.1313 1.0145
H -1.2218 -4.9818 -0.4622
H -3.8467 -4.2000 -1.7855
H -2.5109 -3.4128 -2.6290
H -3.9593 -2.4886 -2.2065
H -4.1636 -3.1027 1.6199
H -4.5274 -1.6979 0.6130
H -3.2010 -1.6182 1.7749
H 2.2676 -0.8728 4.0781
H 0.9262 0.2674 3.8830
H 2.3468 0.7264 4.8186
H 4.0649 -0.6077 0.7936
H 4.3455 -1.0724 2.4858
H 5.1537 0.3320 1.8018
H 2.6931 3.2102 3.2006
H 3.7684 3.0942 1.7969
H 4.3097 2.5325 3.3806
H 0.6644 2.9980 -2.5958
H 0.0599 5.3761 -2.8782
H 0.0830 6.8950 -0.9269
H 0.7053 6.0395 1.3039
H 1.2614 3.6392 1.5939
H 2.3429 -0.8901 -1.8308
H 4.5786 -1.4130 -2.7311
H 6.3967 0.2604 -2.5710
H 5.9490 2.4839 -1.5918
H 3.6937 3.0330 -0.7449
H -2.2247 -1.4651 -4.2319
H -4.1877 -0.5122 -5.3619
H -5.3595 1.4304 -4.3926
H -4.5665 2.4236 -2.2657
H -2.5803 1.4839 -1.1422
H 0.4429 -3.1620 -1.2425
H 1.7865 -4.6395 -2.7247
H 2.2117 -3.9677 -5.0661
H 1.3170 -1.8334 -5.9247
H -0.0066 -0.3641 -4.4543
C 0.1778 -4.9493 3.4668
N 0.3531 -3.5597 3.0679
C -0.6638 -2.6494 3.5526
C 1.2702 -3.1753 2.1683
N 1.1627 -2.0611 1.4791
N 2.3365 -4.0201 1.9776
C 3.1477 -4.3903 3.1375
C 3.0839 -3.9338 0.7329
H -0.8733 -5.2149 3.3465
H 0.4575 -5.1056 4.5106
H 0.7698 -5.6012 2.8326
H -0.5687 -2.5243 4.6322
H -1.6593 -3.0342 3.3248
H -0.5628 -1.6699 3.0944
H 2.0214 -1.8810 0.9703
H 2.6325 -4.1305 4.0581
H 4.0990 -3.8518 3.1137
H 3.3558 -5.4609 3.1386
H 2.4059 -3.7467 -0.0979
H 3.5763 -4.8902 0.5603
H 3.8537 -3.1524 0.7557
C -3.7936 -0.9712 5.6829
S -2.4557 -0.3234 4.6531
C -3.3351 0.4358 3.3513
C -2.7186 1.0642 2.3281
S -0.9958 1.2750 2.0916
S -3.7930 1.8300 1.1732
C -5.2925 1.3873 1.8898
S -6.7605 1.7717 1.2978
S -5.0750 0.4689 3.3536
H -3.3048 -1.5138 6.4895
H -4.4259 -1.6550 5.1198
H -4.3866 -0.1621 6.1035
```

Computed properties:
F_max	0.060	Eh/bohr
total charge	+1
spin multiplicity	1
energy above the lowest of the compared OMol25 structures with the same formula, charge and spin	90.7	kJ/mol
E_HOMO	-0.3523	hartree
LUMO	-3.02	eV
calculated total energy	-140781.9050	eV